{
  "formula": "C3H8Ba2FO3Rb2S",
  "method": "wB97M-V/def2-TZVPD",
  "elements": ["Rb", "Rb", "Ba", "Ba", "F", "O", "S", "O", "O", "C", "C", "C", "H", "H", "H", "H", "H", "H", "H", "H"],
  "coordinates": [[0.24684, -4.22036, -1.26910], [0.62562, 1.14839, -2.78345], [2.03136, -2.19430, -4.28433], [-1.86066, -2.89461, -4.72748], [-0.23578, -1.69797, -2.80641], [0.34886, 2.45733, -0.21020], [0.45956, 2.09166, 1.20077], [0.08517, 2.94430, 2.26686], [-0.26207, 0.66515, 1.51722], [-0.86407, -0.10245, 0.49207], [-2.01958, -0.91234, 1.06671], [2.20794, 1.61366, 1.49980], [-0.10932, -0.80251, 0.06461], [-1.13305, 0.57201, -0.31834], [-2.82384, -0.19693, 1.25170], [-1.71368, -1.36277, 2.00716], [-2.44898, -1.61539, 0.34840], [2.16890, 0.99789, 2.39556], [2.82341, 2.49275, 1.66290], [2.47336, 1.01647, 0.62553]],
  "lumo_ha": -0.73474,
  "homo_ev": -22.39,
  "fmax_ev_per_a": 3.03,
  "charge": 5,
  "multiplicity": 1
}